The following is a quantum chemistry calculation of a gas-phase ion, C8H21N3O (charge +2) at a distorted geometry, from the Open Molecules 2025 dataset.

ORCA input file:
```
! RIJCOSX wB97M-V def2-TZVPD def2/J DEFGRID3
* xyz 2 1
H 0.95 -0.40 -1.07
H 2.63 -2.78 0.21
H -0.12 2.78 -2.17
H -1.53 -0.88 -0.88
C -0.89 3.25 0.31
N 0.67 -2.77 0.04
H 1.47 2.56 -1.49
H -2.45 0.14 0.09
H -0.25 4.16 0.04
H -1.88 0.83 -1.40
O -1.29 3.15 1.69
C -1.65 0.18 -0.56
H -0.01 -4.63 -0.33
H -1.61 3.97 2.01
N 0.13 -1.68 0.32
H 0.83 2.07 0.60
H 0.13 -4.35 1.37
H -1.24 -0.65 1.83
C 0.48 2.18 -1.51
H -1.43 1.15 2.05
H 0.17 0.53 2.27
C -0.14 -3.87 0.38
H 1.80 -0.23 0.33
C -0.06 2.04 -0.06
H 2.37 -2.13 -1.28
H 0.53 1.23 -1.97
C -0.74 0.40 1.73
H 2.10 -3.96 -1.03
C 0.69 -0.35 -0.06
C 1.99 -2.96 -0.62
H -1.76 3.34 -0.29
N -0.48 0.60 0.20
H -1.13 -3.48 0.39
*
```

Properties
frontier orbital gap = 7.98 eV
largest force on an atom = 3.91 eV/A
HOMO = -17.2256 eV

***

The following is a quantum chemistry calculation of a gas-phase ion, C5H2BrO2 (charge -1) at a distorted geometry, from the Open Molecules 2025 dataset.

ORCA input file:
```
! RIJCOSX wB97M-V def2-TZVPD def2/J DEFGRID3
* xyz -1 1
C -1.75 -0.97 -0.04
C 0.83 0.73 0.49
H -0.58 -2.20 1.31
H -2.67 0.93 -0.70
O 2.23 2.29 -0.98
C -0.76 -1.89 0.24
C -2.39 -0.08 -0.67
Br 1.04 -1.31 -0.46
O 2.23 0.98 0.99
C 1.82 1.52 -0.19
*
```

Properties
frontier orbital gap = 6.52 eV
largest force on an atom = 3.12 eV/A
HOMO = -2.9845 eV

***

The following is a quantum chemistry calculation of 6 unconnected molecules or ions with the total composition C31H56BFN6O6 at a distorted geometry, from the Open Molecules 2025 dataset.

ORCA input file:
```
! RIJCOSX wB97M-V def2-TZVPD def2/J DEFGRID3
* xyz 0 1
C 4.98 -4.16 -1.55
C -1.99 -1.79 -4.19
C 3.47 -4.37 -1.70
H -0.70 0.08 2.48
N 2.89 -6.88 -1.58
H -2.31 -1.05 3.36
H 0.13 2.60 -1.04
C -3.38 -1.75 -2.26
H -2.91 -3.57 0.79
H -1.68 -0.93 0.75
H -1.21 -3.48 1.15
H 5.38 -5.75 -0.11
C 5.52 -4.67 -0.22
H -2.98 1.00 6.79
H -5.67 2.31 6.11
H -0.39 -5.72 -1.82
O 0.49 -3.01 -1.83
C -0.86 4.39 -5.07
C 1.27 4.98 -7.09
H -1.19 -5.61 -0.31
H 1.40 4.28 1.20
H 2.87 -1.26 -2.49
H 0.96 5.83 -6.48
C 0.85 2.02 6.00
O 1.35 -1.09 -4.31
N 3.32 2.04 0.23
C 0.11 -0.98 -4.89
H 2.73 1.48 6.89
N -1.70 -2.84 -0.78
C 0.25 2.71 8.84
C -1.05 -0.62 -4.05
H -3.21 -1.33 1.36
C -2.19 -1.64 1.34
H 1.75 3.70 -5.44
H -4.42 -1.68 -2.06
N -0.60 3.41 9.10
H 0.53 -5.37 -0.40
H 2.93 -3.85 -0.91
C 1.15 3.34 0.72
H 5.20 -3.10 -1.64
H -4.93 0.81 4.25
H 5.50 -4.67 -2.37
C 0.40 3.57 -0.60
C 2.37 2.60 0.45
H -0.36 2.40 -5.42
H -2.16 -1.93 -5.22
F -2.86 -0.70 -1.64
H 3.59 0.29 -2.73
H 0.96 0.79 8.51
C -2.86 -3.05 -1.65
C -4.61 2.16 5.93
C 1.77 0.02 -3.70
H -3.66 -3.55 -1.14
H 0.03 2.72 6.16
C 2.67 -0.22 -2.57
H 2.31 5.15 -7.37
H -1.37 -2.53 3.13
H -4.83 2.52 3.80
H -0.54 4.09 -0.39
N -1.91 1.47 3.92
N -1.25 5.18 -4.38
H 1.51 2.85 -6.95
H 2.12 1.91 9.24
H -4.12 3.12 6.11
H 2.29 3.16 7.10
H 5.03 -4.18 0.62
C -0.31 3.35 -5.95
H -0.72 -0.58 -3.04
B -0.56 -3.65 -1.18
C 1.90 2.15 7.10
H 0.49 -3.39 -2.71
O -3.27 -1.65 -3.61
O -0.43 -0.79 2.76
C -4.06 1.13 6.90
H 0.62 4.52 -2.52
H 1.28 2.23 5.03
H 2.11 3.84 -1.90
H 0.43 1.01 5.97
H 2.23 0.14 -1.68
H -4.54 0.16 6.76
H -0.94 3.29 -6.83
C -3.00 1.60 4.15
H 6.59 -4.48 -0.14
H 0.67 4.98 -8.00
C 1.13 3.67 -6.33
H 3.13 -3.98 -2.65
C -0.40 -5.19 -0.89
C -1.60 -1.57 2.75
C -4.42 1.76 4.46
O 1.45 1.06 -4.04
H -1.46 -2.67 -3.86
C 1.20 4.37 -1.62
O -0.01 -1.23 -5.99
H -2.56 -3.69 -2.45
C 1.34 1.82 8.49
C 3.14 -5.79 -1.63
H -1.48 0.31 -4.33
H 0.54 2.76 1.41
C -2.02 -2.99 0.64
H 1.47 5.35 -1.22
H -4.24 1.44 7.93
*
```

Properties
frontier orbital gap = 9.28 eV
largest force on an atom = 6.71 eV/A
HOMO = -8.9341 eV

***

The following is a quantum chemistry calculation of 2 unconnected molecules or ions with the total composition C3H8N4O at a distorted geometry, from the Open Molecules 2025 dataset.

ORCA input file:
```
! RIJCOSX wB97M-V def2-TZVPD def2/J DEFGRID3
* xyz 0 1
H 0.69 0.06 1.64
H 1.75 1.24 1.11
C 1.41 -0.26 -0.25
N -1.45 -1.50 0.13
H 0.09 -0.17 -2.11
H 0.00 2.13 -0.37
C 0.21 0.45 -1.22
N 1.50 0.26 1.07
H -2.54 1.27 1.09
N -0.07 1.67 -1.29
H 0.34 -1.84 -0.02
C -1.59 -0.28 0.30
H 2.31 0.02 -0.81
O 1.26 -1.61 -0.32
N -1.69 0.73 0.98
H -2.21 -2.15 0.08
*
```

Properties
frontier orbital gap = 8.69 eV
largest force on an atom = 3.89 eV/A
HOMO = -8.5873 eV

***

The following is a quantum chemistry calculation of a molecular structure, C42H98F6N6NiO18P at a distorted geometry, from the Open Molecules 2025 dataset.

ORCA input file:
```
! RIJCOSX wB97M-V def2-TZVPD def2/J DEFGRID3
* xyz 1 3
H 0.99 4.63 0.25
C 2.81 -0.55 -2.57
H 0.88 -5.36 3.42
H -2.26 -6.21 3.30
H -7.94 -1.40 3.31
H 4.02 -8.73 0.12
H 6.54 8.74 -1.21
F -0.95 0.71 -1.00
H -0.20 0.77 -6.19
H 1.88 4.70 -1.26
C 1.03 -8.70 1.54
C -0.81 -0.08 -5.85
H 6.53 1.80 2.67
C -8.51 0.20 1.17
H -1.01 1.95 -3.99
H 6.35 10.38 -1.65
C -2.76 5.43 3.50
H -8.23 0.49 2.18
O -3.74 -0.02 4.36
H -2.55 -6.96 1.73
H -5.82 0.22 2.62
H 2.96 -4.36 -4.76
H 0.28 -1.33 -7.26
O -1.22 -5.36 1.81
H -0.80 -2.20 -6.31
C -4.21 5.39 1.56
O -5.89 -1.81 3.07
H -1.68 -5.34 -1.18
F 0.31 2.12 0.27
C 1.99 4.62 -0.18
O 5.60 9.01 -3.00
H -2.60 -3.94 2.60
H 3.78 9.87 -3.61
H -1.28 -8.48 2.99
H -2.56 1.40 -4.63
H -4.23 4.83 -2.49
H -3.39 3.58 -3.30
O 3.52 -2.42 -4.27
C 0.38 -3.78 -0.50
H 1.54 -8.62 -0.45
H 4.19 -3.22 -2.49
C -1.40 -4.59 -1.93
H -1.68 -1.91 -2.30
H -1.09 3.74 -0.47
C -3.26 4.61 -2.96
C 2.41 1.79 -2.12
H 2.68 -1.31 -3.35
C 0.78 -2.18 3.17
H -8.54 -2.53 1.13
C 1.48 -9.41 0.31
N 0.59 -3.31 3.85
C 3.94 5.86 -0.18
C 5.82 9.42 -1.66
H -5.08 -0.80 1.39
H -8.56 1.04 0.47
C -3.69 3.32 2.81
O -7.63 -0.73 0.58
H -1.67 -3.40 1.28
C 3.79 -9.59 0.75
C 4.42 7.27 0.09
H 5.24 10.95 -3.56
H -1.11 -2.51 4.79
C 1.57 -3.00 -5.58
H 2.88 0.11 3.89
O -1.01 -0.06 -4.44
H 5.21 -2.00 -3.23
H 4.61 -10.30 0.62
H -1.98 0.91 -2.99
H 2.54 2.74 -2.64
H 1.35 1.77 -1.88
C -2.16 -4.30 1.67
O -0.13 -7.93 1.35
H -1.77 -0.06 -6.37
H -1.81 2.68 -1.68
H -6.78 -2.52 0.70
P -0.42 0.69 0.54
O 3.33 0.02 1.49
C 3.78 0.66 4.20
C -1.34 5.78 -2.13
O -2.75 6.65 3.52
O 3.85 8.17 -0.85
H 5.08 9.92 -4.84
C 4.51 9.43 -0.82
N 4.56 1.09 3.04
H 4.30 -0.06 4.82
H 0.84 -9.47 2.30
H 3.45 1.51 4.79
C 1.45 -4.49 3.74
O 2.62 5.79 0.33
H 1.96 -4.59 4.70
C 2.50 0.90 -4.41
H 2.20 -4.23 3.00
H 4.59 5.13 0.32
C -4.19 -0.88 5.34
H 2.86 0.08 -5.03
H 4.92 1.26 1.06
H 5.14 -3.71 -3.87
H -9.52 -0.21 1.21
H 2.91 1.86 -4.73
H 6.07 1.79 4.38
H -3.53 6.00 0.96
H -5.24 -1.16 5.25
H -2.80 3.59 -0.48
C 5.70 1.92 3.36
C 4.59 -2.87 -3.45
H -2.17 4.81 4.20
H 4.04 7.60 1.06
C 4.26 0.80 1.81
C -0.75 -7.61 2.59
O 2.91 -0.86 -1.38
C -0.45 -3.36 4.89
H -3.95 -0.47 6.32
H 4.74 9.82 0.18
H -3.22 -1.41 2.84
H -0.13 -1.46 -1.62
H 0.14 -1.36 3.51
H 4.04 5.75 -1.26
O -1.41 6.67 -2.96
H -3.61 -1.82 5.32
O 0.93 -1.77 -5.31
C -1.78 -6.51 2.36
H -7.50 -3.01 3.10
H 2.18 -2.92 -6.48
H 0.84 -3.80 -5.70
O 2.59 -10.24 0.42
O 1.69 -2.05 2.35
H 0.36 -4.82 -0.14
H 1.81 -7.99 1.84
C -0.65 -2.24 -2.17
H -4.31 2.92 2.02
H -4.64 4.69 0.85
C 2.52 -3.41 -4.43
C -1.70 1.11 -4.03
H -2.79 2.70 2.73
H -4.20 3.19 3.77
N -2.15 4.71 -2.05
F -1.78 1.39 0.95
N -3.40 4.71 2.58
H -2.31 -4.15 -2.32
F 0.15 0.69 2.05
C -5.26 -0.70 2.46
H 2.54 3.72 0.11
H 5.46 2.99 3.29
N 2.80 0.68 -3.00
H -3.32 5.29 -3.80
O 1.16 -2.91 -0.12
H -0.22 -2.48 -3.14
H -0.62 5.86 -1.30
C -7.25 -2.02 2.72
C -0.09 -1.37 -6.23
H -0.05 -7.36 3.39
Ni 2.46 -1.48 0.51
H -2.97 -4.65 1.03
H 3.84 10.21 -1.19
H 0.04 -3.34 5.86
H 3.00 1.79 -1.21
N -0.59 -3.49 -1.40
C -1.94 3.62 -1.15
C -7.59 -2.00 1.22
H -4.97 6.01 2.03
H -0.97 -4.32 4.85
H 0.63 -10.04 0.01
H -0.94 -5.07 -2.79
H -3.43 0.33 2.48
H 1.42 1.04 -4.46
F -1.10 -0.78 0.71
C -3.83 -0.52 3.02
F 0.98 0.02 0.07
H 3.85 -9.28 1.80
H 5.51 7.23 0.01
C 4.86 9.94 -3.77
H 1.98 -3.51 -3.49
*
```

Properties
frontier orbital gap (spin up / spin down) = 8.00 / 6.62 eV
largest force on an atom = 2.18 eV/A
HOMO (spin up / spin down) = -10.2206 / -10.2206 eV
⟨S²⟩ = 2.003

***

The following is a quantum chemistry calculation of a gas-phase ion, C3H6N3 (charge +1) at a distorted geometry, from the Open Molecules 2025 dataset.

ORCA input file:
```
! RIJCOSX wB97M-V def2-TZVPD def2/J DEFGRID3
* xyz 1 1
N -0.48 0.39 -0.04
N 0.87 -1.28 -0.01
H -2.38 1.06 -0.12
C 1.88 -0.52 0.00
H 2.91 -0.89 0.00
H 0.37 2.27 0.00
H -2.13 -0.55 -0.81
H -2.12 -0.31 0.97
C -1.83 0.11 0.00
C 0.50 1.19 0.00
H 0.64 -2.26 0.00
N 1.77 0.80 0.01
*
```

Properties
frontier orbital gap (spin up / spin down) = 7.67 / 7.67 eV
largest force on an atom = 4.27 eV/A
HOMO (spin up / spin down) = -15.2154 / -15.2154 eV